No. 1
13
Properties=species:S:1:pos:R:3:forces:R:3 method="wB97M-V/def2-TZVPD" largest_force_ha_per_bohr=0.051 gap_ev=10.19 e_tot_ha=-228.54942 e_above_lowest_kj_mol=260.5 lumo_energy_ev=1.163
N -2.072021 0.355506 0.033174 -2.12 -0.37 -1.34
C -0.925027 -0.458236 -0.228813 0.15 -2.56 0.53
C 0.335333 0.025383 0.382319 1.16 -0.80 1.85
C 1.431262 0.801653 -0.228588 -1.64 -0.90 -0.89
N 1.555827 -0.678626 -0.080777 0.80 0.56 0.42
H -2.895584 -0.112489 -0.456027 1.32 1.16 1.20
H -2.312461 0.539941 1.001893 0.23 -0.41 -0.13
H -0.997099 -1.565828 0.128880 -0.17 1.49 -0.17
H -0.828882 -0.615690 -1.296232 0.23 0.45 -0.36
H 0.289883 0.130533 1.494897 -0.22 0.01 -0.88
H 1.192089 1.220912 -1.214270 0.68 -0.41 0.21
H 1.852970 1.452609 0.477014 1.12 0.78 0.58
H 2.263032 -1.000952 0.647564 -1.53 1.00 -1.02

No. 2
10
Properties=species:S:1:pos:R:3:forces:R:3 method="wB97M-V/def2-TZVPD" largest_force_ha_per_bohr=0.190 gap_ev=7.38 e_tot_ha=-317.60108 total_charge=+1 e_above_lowest_kj_mol=631.9 lumo_energy_ev=-6.747
C -2.573552 -0.567384 0.005429 -1.69 3.73 -0.98
C 0.465816 1.490282 0.073699 4.33 -5.09 -0.15
N 2.944778 -0.829648 -0.241715 -1.20 1.24 -3.96
N 1.291145 0.616114 -0.038139 -6.56 7.02 -1.91
N 2.131238 -0.153340 0.341560 4.95 -4.77 4.61
O -1.415504 -0.296682 -0.150242 1.31 -1.24 0.59
H -3.102068 -1.274946 0.629066 0.62 -1.11 0.22
H -3.242520 0.242518 -0.438426 -0.18 -1.24 0.23
H -0.155709 2.225838 -0.292862 -1.29 1.37 -0.62
H 3.656374 -1.452756 0.111628 -0.29 0.10 1.97